(1)
The following is a quantum chemistry calculation of an isolated molecule of C21H25N5O3S2 in a non-equilibrium geometry, from OMol25.

Positions of all 56 atoms, in Å:
H (4.68, 1.83, 2.48)
H (-2.23, -2.09, -1.25)
C (2.41, -1.47, -0.04)
C (5.06, 1.37, 1.57)
H (5.00, 1.92, -1.72)
C (-1.76, -1.73, 0.71)
H (-3.56, 1.11, -1.47)
C (1.54, -1.10, -1.04)
H (1.94, -0.73, -1.97)
H (6.99, 1.04, -0.47)
S (4.17, -1.27, -0.33)
C (3.93, 1.19, 0.56)
N (-4.55, -0.64, 0.40)
H (3.58, 2.17, 0.20)
N (-2.59, -1.69, -0.39)
C (0.59, -2.08, 1.38)
H (-3.51, -0.09, 2.13)
H (-6.30, -0.28, 1.45)
H (5.47, 0.39, 1.82)
H (6.71, -0.55, -1.19)
O (4.87, -1.66, 0.86)
C (-6.00, -0.60, 0.45)
H (5.85, 2.00, 1.17)
C (1.95, -1.97, 1.17)
H (2.67, -2.25, 1.92)
C (-6.58, 0.34, -0.62)
H (0.19, -2.45, 2.31)
C (-0.31, -1.70, 0.38)
O (-2.17, -1.75, 1.85)
H (7.21, 0.81, -2.20)
C (0.18, -1.22, -0.84)
C (-0.42, 1.82, 0.53)
H (-4.57, 1.15, 1.42)
H (0.49, 2.04, 1.05)
C (-8.00, 0.50, -0.44)
C (-3.85, 0.35, 1.19)
H (0.26, 2.51, -1.39)
C (-2.67, 0.97, 0.49)
H (-6.10, 1.32, -0.57)
H (3.08, 0.70, 1.06)
H (-1.44, 1.02, 2.25)
S (-4.79, -2.37, -1.58)
O (4.51, -1.91, -1.56)
C (-1.50, 1.25, 1.20)
C (6.61, 0.52, -1.34)
N (4.22, 0.38, -0.59)
C (-0.55, 2.08, -0.82)
N (-9.12, 0.64, -0.27)
C (-3.96, -1.52, -0.43)
H (-6.38, -1.61, 0.28)
H (4.84, 0.35, -2.54)
H (-0.50, -0.89, -1.62)
C (5.14, 0.84, -1.61)
C (-2.69, 1.30, -0.86)
H (-6.40, -0.09, -1.61)
N (-1.66, 1.83, -1.50)

As for the LUMO energy: -0.025 Eh. As for the energy relative to the best compared isomer or geometry (same formula, charge and spin): 0.664 eV. The value obtained for the largest force on an atom is 0.021 Eh/bohr. The total energy comes out at -2111.10528 Ha. The orbital gap comes out at 8.19 eV. The calculation puts the highest occupied orbital energy at -8.870 eV. As for the structure (SMILES): CCN(CC)S(=O)(=O)c1ccc(C(=O)NC(=S)N(CCC#N)Cc2cccnc2)cc1.

=====

(2)
The following is a quantum chemistry calculation of an isolated molecule of C21H25NO3 in a non-equilibrium geometry, from OMol25.

Positions of all 50 atoms, in Å:
H (4.68, -3.87, 2.69)
C (2.62, -2.24, 1.82)
H (1.10, 5.29, -3.47)
C (-3.01, 1.16, -1.75)
H (4.41, -5.87, 2.76)
H (0.61, 1.13, 2.80)
C (-2.18, 1.08, -0.52)
C (-0.51, 4.66, -2.08)
O (2.73, -3.41, 0.88)
H (2.05, -4.52, 2.66)
C (1.38, -1.26, -0.33)
C (2.72, -4.51, 1.72)
C (2.11, 0.11, 1.62)
C (-1.34, 3.71, -2.01)
C (-0.14, -1.41, 0.55)
H (1.29, -2.22, -0.63)
C (-0.81, 2.82, -4.05)
C (-2.75, 0.40, 0.45)
H (2.83, 0.16, 2.49)
C (0.06, 3.62, -4.21)
H (-1.64, 1.32, 2.33)
N (-0.42, -0.06, 1.32)
H (4.76, -4.92, 1.15)
O (-2.80, 1.74, -2.88)
O (2.74, -2.13, 3.11)
H (2.18, 1.19, 0.88)
C (4.25, -4.75, 2.16)
C (2.36, -1.17, 0.79)
H (-4.42, -0.74, 1.37)
H (-0.83, -1.32, -0.08)
C (-1.56, 2.76, -2.83)
C (0.38, 4.55, -3.31)
H (-1.96, -0.58, 2.58)
H (3.37, -0.86, 0.28)
C (0.71, 0.25, 2.21)
C (-3.92, 0.02, 0.78)
H (-2.03, 3.71, -1.09)
H (-0.51, 5.36, -1.25)
C (-4.36, 0.78, -1.40)
H (-4.86, 1.02, -2.54)
H (-1.02, 1.97, -4.79)
H (-0.06, -1.95, 1.22)
C (-4.87, 0.15, -0.38)
C (-1.58, 0.28, 1.72)
H (1.30, -0.54, -0.99)
H (-1.18, 1.30, -0.52)
H (0.77, -0.55, 3.00)
H (0.78, 3.85, -4.87)
H (-5.87, -0.14, -0.44)
H (2.41, -5.37, 1.09)

As for the LUMO energy: 0.017 Eh. As for the energy relative to the best compared isomer or geometry (same formula, charge and spin): 17.558 eV. The value obtained for the largest force on an atom is 0.338 Eh/bohr. The total energy comes out at -1095.11807 Ha. The orbital gap comes out at 8.10 eV. The calculation puts the highest occupied orbital energy at -7.646 eV. As for the structure (SMILES): CCOC(=O)C1CCN(Cc2cccc(Oc3ccccc3)c2)CC1.

=====

(3)
The following is a quantum chemistry calculation of C21H26AsBr2NOSe4SiTeZn as an isolated structure, from OMol25.

Positions of all 59 atoms, in Å:
H (-0.50, -0.20, 3.59)
Br (-1.57, 2.47, 1.89)
Se (-0.86, -1.36, -3.37)
C (0.14, -3.47, 4.12)
H (-1.09, -4.87, 1.03)
C (-0.39, -1.14, 4.12)
H (-3.49, 1.78, -4.04)
H (-2.98, 4.98, -3.95)
Se (-0.61, 2.90, -2.39)
H (-0.96, -0.30, 6.00)
C (1.20, 2.21, 2.47)
C (-0.66, -1.20, 5.48)
C (-2.17, 4.82, -4.67)
C (2.48, 1.76, 2.30)
H (-2.37, 0.84, -5.01)
H (-2.78, -4.35, 0.88)
C (-0.12, -3.53, 5.48)
H (-0.01, -4.47, 6.01)
H (0.97, -3.02, 1.65)
C (-0.10, 2.96, -5.85)
H (4.94, 0.71, 1.56)
H (0.84, -1.27, 1.74)
H (-0.46, 3.44, -6.77)
C (0.02, -2.28, 3.41)
C (0.41, 0.97, 0.49)
H (-2.57, 4.95, -5.68)
C (4.12, 0.46, 0.91)
H (0.45, -4.36, 3.59)
Si (-1.41, 3.09, -4.48)
Zn (0.34, 0.54, -2.29)
Se (2.65, 1.11, -3.83)
H (-0.72, -2.44, 7.23)
C (-2.79, 1.84, -4.87)
H (0.14, 1.92, -6.07)
H (-3.33, 2.12, -5.77)
Se (2.72, -1.01, -4.74)
H (5.28, -0.76, -0.41)
H (0.82, 3.45, -5.54)
C (4.31, -0.35, -0.18)
C (1.80, 0.59, 0.29)
O (-0.48, 0.51, -0.29)
H (-1.93, -4.13, 2.42)
N (2.02, -0.15, -0.80)
As (-1.24, -2.30, 0.70)
C (-0.52, -2.40, 6.17)
H (3.35, -1.21, -1.93)
C (2.83, 0.95, 1.19)
C (0.19, 1.82, 1.59)
Te (0.37, -1.36, -5.56)
Br (3.80, 2.28, 3.58)
C (-2.63, -1.39, 1.75)
H (-3.60, -1.67, 1.34)
C (-1.82, -4.10, 1.33)
C (3.23, -0.62, -1.03)
H (0.96, 2.86, 3.30)
H (-2.53, -0.31, 1.65)
C (0.32, -2.20, 1.96)
H (-2.58, -1.67, 2.80)
H (-1.42, 5.59, -4.49)

As for the LUMO energy: 0.141 Eh. As for the energy relative to the best compared isomer or geometry (same formula, charge and spin): 0.389 eV. The value obtained for the largest force on an atom is 0.011 Eh/bohr. The total energy comes out at -20272.46078 Ha. The orbital gap comes out at 5.27 eV. The net charge is -2. The calculation puts the highest occupied orbital energy at -1.429 eV.